Record 1
Density functional theory data (ωB97M-V/def2-TZVPD) for 2 unconnected molecules or ions with the total composition C3H7NO3 at a distorted geometry.

The geometry in XYZ format:
```
14
C3H7NO3 (ωB97M-V/def2-TZVPD)
O -2.347 0.017 0.399
O -4.924 1.105 -0.145
O -5.195 -1.164 -0.229
N -0.139 0.174 -0.446
C -1.128 -0.677 0.514
C -5.022 -0.037 -0.181
C 1.203 -0.415 -0.513
H -2.400 0.825 0.934
H -0.101 1.168 -0.184
H 1.204 -1.307 0.114
H -0.682 -0.461 1.518
H 1.960 0.280 -0.147
H -0.631 0.113 -1.337
H 1.461 -0.705 -1.529
```

Summary:
spin multiplicity: 1
energy above the lowest of the compared OMol25 structures with the same formula, charge and spin: 3.728 eV
E_LUMO: 0.53 eV
gap between HOMO and LUMO: 7.4 eV

Record 2
Density functional theory data (ωB97M-V/def2-TZVPD) for 2 unconnected molecules or ions with the total composition C3H7NO3 at a distorted geometry.

The geometry in XYZ format:
```
14
C3H7NO3 (ωB97M-V/def2-TZVPD)
O 1.320 -0.633 2.862
O 0.589 1.286 -3.116
O -1.247 0.000 -1.092
N 0.474 0.199 0.956
C -0.723 -0.651 1.081
C -1.696 -0.341 -0.023
C 1.498 -0.061 1.801
H 0.727 1.609 -4.024
H -2.754 -0.441 0.289
H 2.491 0.347 1.598
H -1.120 -0.517 2.091
H 0.294 0.391 -3.370
H -0.431 -1.701 0.947
H 0.576 0.513 -0.002
```

Summary:
spin multiplicity: 1
energy above the lowest of the compared OMol25 structures with the same formula, charge and spin: 1.902 eV
E_LUMO: 0.56 eV
gap between HOMO and LUMO: 10.5 eV
SMILES string: O=CCNC=O.O

Question: Number 1 is which compound?
Answer: C3H7NO3

Question: The highest gap between HOMO and LUMO belongs to which entry?
Answer: number 2